91
Properties=species:S:1:pos:R:3 method="wB97M-V/def2-TZVPD" charge=-2 total_energy_ha=-3307.84130 de_lowest_kcal_mol=3.14
Cs -0.691 -0.068 0.257
O -3.467 0.784 -0.553
C -4.680 0.517 -0.299
C -5.690 1.535 -0.385
C -7.019 1.306 -0.110
C -7.464 0.035 0.261
C -6.522 -0.979 0.336
C -5.163 -0.792 0.080
C -4.325 -1.986 0.215
N -3.053 -2.050 0.193
N -2.549 -3.352 0.294
C -1.546 -3.453 1.129
O -1.043 -2.581 1.900
C -0.895 -4.822 1.129
C 0.256 -5.013 1.886
C 0.926 -6.230 1.863
C 0.448 -7.276 1.086
C -0.711 -7.097 0.338
C -1.377 -5.880 0.360
H -5.353 2.520 -0.694
H -7.728 2.126 -0.189
H -8.508 -0.155 0.479
H -6.844 -1.980 0.614
H -4.880 -2.921 0.371
H 0.614 -4.176 2.471
H 1.830 -6.358 2.447
H 0.974 -8.224 1.062
H -1.092 -7.909 -0.271
H -2.273 -5.716 -0.224
O -0.876 -0.565 3.830
H -1.021 0.259 3.350
H -1.038 -1.285 3.185
C -1.989 3.576 -0.902
O -2.479 4.657 -0.076
C -2.455 4.342 1.262
C -3.554 3.790 1.896
C -3.491 3.511 3.254
C -2.338 3.791 3.974
C -1.231 4.329 3.336
C -1.285 4.583 1.976
N -0.187 5.118 1.262
C 1.115 4.773 1.260
C 1.788 3.674 1.729
C 3.233 3.708 1.665
C 3.979 2.670 2.084
C 3.335 1.506 2.630
C 1.993 1.399 2.698
C 1.134 2.429 2.146
O -0.080 2.242 1.987
H -2.616 2.686 -0.789
H -0.955 3.338 -0.634
H -2.029 3.941 -1.927
H -4.429 3.541 1.309
H -4.340 3.051 3.743
H -2.284 3.554 5.029
H -0.309 4.508 3.874
H -0.457 5.801 0.572
H 1.728 5.527 0.771
H 3.704 4.594 1.250
H 5.054 2.680 1.980
H 3.954 0.678 2.952
H 1.495 0.515 3.079
Cl 4.773 -2.406 -2.007
C 3.076 -2.750 -2.114
C 2.647 -3.967 -1.600
C 1.300 -4.260 -1.511
C 0.367 -3.347 -1.981
C 0.814 -2.171 -2.554
Cl -0.372 -1.082 -3.216
C 2.170 -1.807 -2.613
N 2.470 -0.508 -3.035
C 3.655 -0.065 -3.620
C 4.229 -0.758 -4.684
C 5.398 -0.301 -5.269
C 5.991 0.868 -4.813
C 5.397 1.571 -3.772
C 4.230 1.133 -3.161
C 3.596 1.884 -2.020
C 3.416 0.976 -0.761
O 4.462 0.580 -0.229
O 2.223 0.710 -0.442
H 3.390 -4.651 -1.212
H 0.971 -5.183 -1.052
H -0.696 -3.533 -1.889
H 2.032 0.162 -2.406
H 3.756 -1.671 -5.026
H 5.845 -0.860 -6.082
H 6.910 1.229 -5.260
H 5.860 2.480 -3.403
H 2.616 2.273 -2.316
H 4.229 2.731 -1.751